# 1
An isolated molecule of C19H22N4O2S in a non-equilibrium geometry. Source: OMol25; level of theory: ωB97M-V/def2-TZVPD.

Output
total charge	0
LUMO energy	0.7295	eV
E_tot	-40950.94375	eV
HOMO-LUMO gap	9.758	eV
max |F|	1.4	eV Å⁻¹
energy above the lowest of the compared OMol25 structures with the same formula, charge and spin	34.0	kcal per mole
spin multiplicity	1
structure (SMILES)	C[C@H](c1nccs1)N(C)C(=O)CCc1nnc(CCc2ccccc2)o1

The geometry in XYZ format:
```
48
Properties=species:S:1:pos:R:3:mulliken_charge:R:1
C 2.081 0.288 -2.010 -1.39
H 1.760 1.191 -2.522 0.43
H 1.327 -0.482 -2.146 0.38
H 3.017 -0.043 -2.449 0.38
C 2.259 0.588 -0.521 0.32
C 3.414 1.509 -0.291 -0.08
N 4.613 1.307 -0.714 -0.44
C 5.462 2.289 -0.339 -0.56
C 4.903 3.283 0.398 -0.28
S 3.229 2.977 0.641 -0.12
H 5.365 4.160 0.802 0.44
H 6.493 2.227 -0.637 0.40
N 2.444 -0.633 0.262 0.30
C 1.568 -0.884 1.256 0.84
O 0.684 -0.098 1.556 -0.68
C 1.688 -2.213 2.001 -1.21
H 1.012 -2.128 2.853 0.43
H 2.699 -2.371 2.376 0.35
C 1.243 -3.392 1.110 -0.69
C 0.255 -2.874 0.134 0.47
N 0.446 -2.661 -1.125 -0.23
N -0.655 -2.024 -1.588 -0.70
C -1.459 -1.882 -0.586 0.97
O -0.945 -2.419 0.542 -0.29
C -2.735 -1.140 -0.538 -0.76
H -3.366 -1.564 0.244 0.34
H -3.239 -1.219 -1.501 0.35
C -2.436 0.340 -0.218 -0.48
C -3.721 1.088 -0.011 0.17
C -4.255 1.235 1.262 -0.29
C -5.460 1.889 1.449 -0.61
C -6.148 2.401 0.363 -0.41
C -5.624 2.258 -0.911 -0.59
C -4.419 1.604 -1.096 -0.36
H -4.011 1.495 -2.091 0.39
H -6.156 2.657 -1.762 0.37
H -7.089 2.912 0.508 0.37
H -5.863 2.000 2.446 0.37
H -3.718 0.840 2.112 0.40
H -1.874 0.767 -1.051 0.34
H -1.814 0.393 0.678 0.20
H 0.793 -4.173 1.725 0.47
H 2.076 -3.814 0.551 0.32
C 3.493 -1.524 -0.173 -1.19
H 3.116 -2.223 -0.924 0.32
H 4.288 -0.919 -0.608 0.42
H 3.905 -2.078 0.667 0.39
H 1.351 1.057 -0.126 0.43
```

=====

# 2
A structure of composition C4H10O2 in a non-equilibrium geometry. Source: OMol25; level of theory: ωB97M-V/def2-TZVPD.

Output
total charge	0
LUMO energy	0.7248	eV
E_tot	-8402.33459	eV
HOMO-LUMO gap	10.808	eV
max |F|	4.7	eV Å⁻¹
energy above the lowest of the compared OMol25 structures with the same formula, charge and spin	74.1	kcal per mole
spin multiplicity	1

The geometry in XYZ format:
```
16
Properties=species:S:1:pos:R:3:mulliken_charge:R:1
C 0.916 1.299 0.608 -1.52
C 0.097 0.018 0.509 0.53
C 0.763 -0.880 -0.492 -0.37
O -0.004 -1.954 -0.986 -0.65
C -1.370 0.271 0.132 -0.68
O -2.178 -0.862 0.305 -0.54
H 1.971 1.081 0.807 0.39
H 0.863 1.876 -0.325 0.36
H 0.542 1.930 1.415 0.39
H 0.095 -0.515 1.467 0.22
H 1.798 -1.156 -0.290 0.37
H 0.891 -0.155 -1.512 0.20
H 0.263 -1.168 -1.724 0.28
H -1.777 1.063 0.772 0.33
H -1.409 0.653 -0.908 0.32
H -1.717 -1.575 -0.172 0.38
```

=====

# 3
The ion C4H8NO2 with charge +1 in a non-equilibrium geometry. Source: OMol25; level of theory: ωB97M-V/def2-TZVPD.

Output
total charge	+1
LUMO energy	-4.0331	eV
E_tot	-9853.04509	eV
HOMO-LUMO gap	10.826	eV
max |F|	4.4	eV Å⁻¹
energy above the lowest of the compared OMol25 structures with the same formula, charge and spin	75.8	kcal per mole
spin multiplicity	1
structure (SMILES)	CC[C@]1([NH3+])OC1=O

The geometry in XYZ format:
```
15
Properties=species:S:1:pos:R:3:mulliken_charge:R:1
C -1.446 0.445 1.244 0.52
C -0.056 0.002 0.688 0.54
C -0.412 -0.263 -1.844 -1.13
C 0.219 -0.815 -0.514 -0.75
N 1.199 0.781 1.226 -0.29
O -2.317 1.194 1.085 -0.35
O -0.827 -0.559 1.799 -0.41
H -0.441 -1.006 -2.605 0.40
H 0.214 0.535 -2.337 0.31
H -1.510 -0.015 -1.994 0.34
H 1.270 -1.171 -0.584 0.40
H -0.299 -1.845 -0.390 0.30
H 1.110 1.822 1.292 0.38
H 2.078 0.554 0.788 0.36
H 1.220 0.340 2.146 0.39
```

=====

# 4
A cluster of 2 separate species, C4H11O2P in total in a non-equilibrium geometry. Source: OMol25; level of theory: ωB97M-V/def2-TZVPD.

Output
total charge	0
LUMO energy	-1.3840	eV
E_tot	-17708.32984	eV
HOMO-LUMO gap	8.255	eV
max |F|	4.7	eV Å⁻¹
energy above the lowest of the compared OMol25 structures with the same formula, charge and spin	35.8	kcal per mole
spin multiplicity	1
structure (SMILES)	CC(C)(C)O.O=P

The geometry in XYZ format:
```
18
Properties=species:S:1:pos:R:3:mulliken_charge:R:1
C -0.516 -0.376 -1.620 -1.49
C -1.110 -0.435 0.892 -1.51
C -1.182 1.634 -0.610 -1.74
C -0.483 0.323 -0.266 1.59
O 2.949 -0.559 1.617 -0.41
O 0.860 0.789 -0.027 -0.53
P 3.159 -1.962 1.367 0.31
H -0.142 0.410 -2.263 0.41
H 0.140 -1.253 -1.543 0.34
H -1.560 -0.744 -1.830 0.31
H -2.088 -0.624 0.647 0.44
H -1.005 0.235 1.827 0.32
H -0.429 -1.229 1.103 0.36
H -1.456 2.170 0.297 0.36
H -0.778 2.365 -1.257 0.46
H -2.054 1.451 -1.168 0.44
H 4.249 -2.350 2.339 0.04
H 1.446 0.155 0.495 0.29
```

=====

# 5
A structure of composition C3H7NS in a non-equilibrium geometry. Source: OMol25; level of theory: ωB97M-V/def2-TZVPD.

Output
total charge	0
LUMO energy	0.3907	eV
E_tot	-15544.03923	eV
HOMO-LUMO gap	8.521	eV
max |F|	6.5	eV Å⁻¹
energy above the lowest of the compared OMol25 structures with the same formula, charge and spin	129.3	kcal per mole
spin multiplicity	1

The geometry in XYZ format:
```
12
Properties=species:S:1:pos:R:3:mulliken_charge:R:1
C -2.264 1.452 0.556 -0.69
C 1.011 -0.315 -0.538 0.10
C 1.887 -1.435 -0.256 -0.82
H -2.298 1.684 1.744 0.25
H -2.633 0.413 0.557 0.26
H -3.004 2.172 -0.162 0.24
H 1.447 0.502 -1.091 0.34
H 1.420 -2.715 -0.097 0.25
H 2.985 -1.566 -1.244 0.24
H 2.543 -1.117 1.045 0.21
N -0.279 -0.389 -0.141 -0.37
S -0.814 1.314 -0.373 0.00
```

=====

# 6
An isolated molecule of C2H3NS in a non-equilibrium geometry. Source: OMol25; level of theory: ωB97M-V/def2-TZVPD.

Output
total charge	0
LUMO energy	0.6560	eV
E_tot	-14447.46908	eV
HOMO-LUMO gap	9.685	eV
max |F|	1.0	eV Å⁻¹
energy above the lowest of the compared OMol25 structures with the same formula, charge and spin	0.0	kcal per mole
spin multiplicity	1
structure (SMILES)	CN=C=S

The geometry in XYZ format:
```
7
Properties=species:S:1:pos:R:3:mulliken_charge:R:1
C -0.871 0.369 -0.331 -0.52
C 1.376 -0.577 0.507 0.19
H -0.834 0.628 -1.390 0.25
H -1.668 -0.365 -0.152 0.26
H -1.110 1.282 0.216 0.26
N 0.376 -0.128 0.084 -0.08
S 2.731 -1.209 1.066 -0.36
```

=====

Question: What is the E_tot in the third record?
Answer: -9853.04509 eV